{
  "formula": "C40H95NO19",
  "method": "the ωB97M-V functional and the def2-TZVPD basis",
  "elements": ["C", "O", "C", "C", "O", "C", "C", "O", "C", "H", "H", "H", "H", "H", "H", "H", "H", "H", "H", "H", "H", "H", "H", "C", "O", "C", "C", "O", "C", "C", "O", "C", "H", "H", "H", "H", "H", "H", "H", "H", "H", "H", "H", "H", "H", "H", "C", "O", "C", "C", "O", "C", "C", "O", "C", "H", "H", "H", "H", "H", "H", "H", "H", "H", "H", "H", "H", "H", "H", "C", "O", "C", "C", "O", "C", "C", "O", "C", "H", "H", "H", "H", "H", "H", "H", "H", "H", "H", "H", "H", "H", "H", "C", "O", "C", "C", "O", "C", "C", "O", "C", "H", "H", "H", "H", "H", "H", "H", "H", "H", "H", "H", "H", "H", "H", "C", "O", "C", "C", "O", "C", "C", "O", "C", "H", "H", "H", "H", "H", "H", "H", "H", "H", "H", "H", "H", "H", "H", "C", "C", "C", "O", "C", "N", "H", "H", "H", "H", "H", "H", "H", "H", "H", "H", "H"],
  "xyz": [[-10.55, 2.87, 28.54], [-9.52, 2.77, 27.54], [-8.81, 3.93, 27.28], [-8.12, 4.22, 25.90], [-7.10, 3.19, 25.72], [-6.58, 3.12, 24.37], [-5.19, 3.83, 24.28], [-5.24, 5.13, 24.84], [-3.95, 5.70, 24.99], [-11.20, 3.73, 28.44], [-10.04, 2.91, 29.50], [-11.10, 1.93, 28.49], [-7.98, 3.96, 27.97], [-9.47, 4.77, 27.49], [-7.50, 5.11, 25.86], [-8.87, 4.24, 25.10], [-7.21, 3.48, 23.55], [-6.48, 2.10, 24.01], [-4.89, 3.90, 23.23], [-4.57, 3.25, 24.96], [-4.01, 6.72, 25.38], [-3.39, 5.85, 24.07], [-3.52, 4.99, 25.69], [-5.08, 12.32, 13.99], [-6.15, 12.92, 13.36], [-6.05, 12.84, 11.97], [-7.28, 13.43, 11.27], [-8.45, 12.74, 11.56], [-8.71, 11.59, 10.75], [-9.13, 11.93, 9.25], [-10.05, 13.04, 9.13], [-10.02, 13.65, 7.82], [-4.30, 13.06, 14.17], [-4.68, 11.50, 13.39], [-5.41, 12.02, 14.98], [-5.99, 11.79, 11.70], [-5.14, 13.30, 11.59], [-7.19, 13.46, 10.18], [-7.38, 14.48, 11.54], [-9.50, 11.04, 11.25], [-7.86, 10.91, 10.82], [-9.60, 11.01, 8.87], [-8.18, 11.97, 8.72], [-9.53, 14.61, 7.63], [-11.07, 13.88, 7.64], [-9.86, 13.00, 6.96], [-1.28, 1.19, 15.54], [-2.01, 1.87, 16.54], [-2.41, 3.23, 16.33], [-3.09, 3.67, 17.62], [-4.22, 2.94, 18.14], [-5.33, 2.87, 17.32], [-6.03, 4.18, 17.04], [-5.64, 4.85, 15.87], [-6.45, 6.03, 15.59], [-0.38, 1.77, 15.34], [-1.86, 1.13, 14.61], [-1.10, 0.18, 15.89], [-3.04, 3.36, 15.46], [-1.55, 3.88, 16.14], [-3.53, 4.64, 17.43], [-2.34, 3.72, 18.42], [-5.98, 2.16, 17.84], [-5.12, 2.48, 16.33], [-5.88, 4.81, 17.92], [-7.08, 3.99, 17.23], [-7.50, 5.82, 15.75], [-6.27, 6.39, 14.58], [-6.07, 6.81, 16.25], [-6.93, 21.45, 24.45], [-6.54, 20.65, 23.36], [-6.36, 19.28, 23.75], [-5.58, 18.35, 22.76], [-6.54, 18.02, 21.73], [-5.89, 17.41, 20.56], [-5.10, 18.40, 19.73], [-5.54, 18.50, 18.36], [-5.49, 17.33, 17.64], [-7.75, 21.00, 25.01], [-7.32, 22.37, 24.01], [-6.09, 21.76, 25.06], [-7.40, 18.95, 23.79], [-5.82, 19.21, 24.69], [-5.25, 17.48, 23.32], [-4.62, 18.77, 22.46], [-6.74, 16.95, 20.05], [-5.36, 16.49, 20.81], [-4.04, 18.19, 19.82], [-5.26, 19.42, 20.09], [-5.71, 17.59, 16.60], [-6.37, 16.73, 17.86], [-4.52, 16.85, 17.75], [1.57, 4.55, 25.06], [1.92, 5.58, 24.11], [2.39, 5.15, 22.81], [2.47, 6.42, 21.97], [3.43, 7.24, 22.51], [3.51, 8.57, 22.10], [2.32, 9.41, 22.52], [2.15, 9.54, 23.95], [2.98, 10.56, 24.57], [2.35, 3.80, 25.14], [0.61, 4.08, 24.88], [1.57, 4.91, 26.09], [1.70, 4.44, 22.35], [3.37, 4.68, 22.93], [1.46, 6.82, 21.84], [2.74, 6.17, 20.94], [3.77, 8.67, 21.05], [4.44, 8.99, 22.49], [1.37, 8.96, 22.22], [2.23, 10.44, 22.20], [2.79, 11.56, 24.18], [4.02, 10.26, 24.64], [2.64, 10.57, 25.61], [-11.76, 13.58, 23.11], [-10.75, 13.42, 24.11], [-9.43, 13.63, 23.66], [-8.55, 14.20, 24.85], [-7.13, 14.25, 24.49], [-6.53, 12.92, 24.14], [-5.02, 12.90, 24.25], [-4.47, 13.89, 23.41], [-3.26, 14.56, 23.75], [-12.62, 13.76, 23.75], [-11.88, 12.81, 22.35], [-11.64, 14.56, 22.67], [-9.33, 14.29, 22.80], [-9.17, 12.64, 23.29], [-8.72, 13.58, 25.73], [-9.02, 15.14, 25.13], [-6.94, 12.64, 23.17], [-6.90, 12.16, 24.84], [-4.68, 11.90, 24.02], [-4.81, 13.05, 25.31], [-3.37, 15.22, 24.61], [-2.87, 15.19, 22.95], [-2.52, 13.85, 24.11], [-3.72, 8.96, 20.52], [-2.33, 9.63, 20.08], [-1.71, 9.02, 18.84], [-0.35, 9.40, 18.58], [0.21, 8.63, 17.51], [-2.58, 11.07, 19.80], [-3.81, 7.94, 20.15], [-4.50, 9.48, 19.95], [-3.98, 8.95, 21.58], [-1.77, 9.52, 21.01], [-2.42, 9.08, 18.02], [-1.73, 7.94, 19.02], [0.22, 7.58, 17.79], [1.20, 8.99, 17.20], [-0.55, 8.62, 16.73], [-1.77, 11.56, 19.45], [-2.76, 11.59, 20.65]],
  "smiles": "COC[C@H](C)N.COCCOCCOC.COCCOCCOC.COCCOCCOC.COCCOCCOC.COCCOCCOC.COCCOCCOC",
  "e_above_lowest_kcal_mol": 109.93,
  "e_homo_ev": -9.3084,
  "max_force_ev_per_a": 2.5
}